This record from the OMol25 dataset describes a cluster of 7 separate species, C27H56BNO12S6 in total. The level of theory is ωB97M-V/def2-TZVPD.

As for the spin multiplicity: 1. The total charge is 0. Its highest occupied orbital energy is -8.44 eV.

The geometry in XYZ format:
```
103
Properties=species:S:1:pos:R:3:forces:R:3:mulliken_charge:R:1
H -4.345 6.228 1.261 0.27 0.05 0.02 0.31
H -0.214 2.593 0.776 -0.06 -0.01 -0.12 0.49
N -7.327 5.267 1.266 0.93 0.52 -1.76 -0.62
H -4.795 5.802 2.931 0.28 0.10 0.10 0.33
H -3.874 -10.578 3.539 0.04 0.02 -0.13 0.43
H -2.784 -9.361 4.259 0.02 0.02 -0.04 0.29
O -1.373 0.101 -0.897 -0.07 0.12 -0.18 -0.71
H -2.816 -12.370 4.835 -0.03 0.00 -0.01 0.31
H -1.248 -0.536 2.699 0.04 -0.04 -0.02 0.22
H -2.910 -0.858 1.059 0.00 -0.01 -0.08 0.11
H -2.064 -3.651 0.079 -0.07 0.09 0.06 0.33
H -0.979 -7.119 2.251 -0.01 -0.05 0.00 0.29
H 0.510 -10.803 3.689 0.00 0.01 -0.13 0.36
H -4.786 3.825 0.133 0.08 0.03 -0.17 0.41
O 4.215 2.733 0.718 -0.02 -0.10 0.25 -0.60
H 8.091 6.906 1.721 0.01 0.01 0.01 0.36
H -0.662 1.658 -7.765 0.05 -0.04 0.00 0.36
H 1.333 1.900 -1.051 0.01 -0.04 -0.01 0.15
H 2.231 4.128 -6.362 -0.01 -0.07 0.08 0.34
H -6.075 2.926 0.939 -0.20 -0.11 -0.06 0.41
C 4.301 0.834 -1.120 0.06 -0.11 -0.31 -0.72
S -2.610 -3.906 2.382 0.21 -0.18 -0.12 1.08
C -0.541 1.611 1.111 0.07 0.08 0.26 -0.42
H 2.854 0.409 -2.674 -0.03 0.01 0.00 0.28
H -3.016 -11.077 6.017 -0.01 0.00 0.01 0.34
C -1.931 0.303 2.629 0.13 0.32 0.02 -0.52
O -3.976 -4.048 2.819 -0.04 0.14 0.05 -0.70
C -5.170 6.105 1.956 -0.49 -0.48 0.36 -1.19
O 5.715 7.304 -1.873 -0.01 -0.02 -0.13 -0.67
H -0.535 -5.400 0.559 0.01 0.02 0.01 0.33
C 1.836 3.488 -7.148 -0.05 0.27 -0.18 -0.62
H -0.707 -10.321 5.667 -0.01 0.02 -0.01 0.30
C -2.516 -11.353 5.090 0.10 -0.03 -0.05 -0.61
O 2.655 0.778 0.965 0.12 0.11 0.26 -0.68
H -8.256 3.594 0.021 -0.19 0.06 -0.21 -0.08
H 4.281 -0.226 -0.882 0.02 0.01 0.14 0.39
S 1.203 1.996 -6.366 -0.14 0.07 -0.23 1.07
H -0.612 -4.862 3.187 -0.01 0.06 0.00 0.38
H 4.674 5.805 0.003 0.00 0.05 -0.09 0.36
C -1.575 -5.699 0.701 -0.01 0.02 0.08 -0.82
C -0.625 3.727 -7.096 0.13 0.02 0.02 -0.54
H -3.747 0.660 1.466 0.02 0.08 -0.10 0.28
H 3.745 3.308 -2.314 -0.01 0.01 0.02 0.20
H -2.034 -5.475 4.075 -0.06 0.13 0.02 0.41
O 1.744 0.834 -7.020 0.09 -0.10 0.15 -0.71
S -1.878 1.044 0.071 0.11 -0.12 0.27 1.15
H -5.735 7.023 2.031 0.01 0.24 0.13 0.35
H -0.347 1.673 3.274 0.03 -0.01 -0.01 0.34
O -1.916 -2.648 2.537 -0.19 -0.13 0.09 -0.57
C 7.863 6.792 -0.438 0.09 0.10 0.24 -0.71
C -2.479 -4.459 0.677 0.15 -0.17 -0.24 -0.60
C -6.074 5.040 1.394 -0.34 0.36 0.70 0.83
O -2.125 -11.779 1.843 0.01 0.02 -0.13 -0.67
C 6.514 5.503 1.140 0.07 0.07 -0.04 -0.76
H -1.792 2.470 2.647 0.03 0.03 -0.02 0.31
H 5.902 5.503 2.039 -0.02 -0.03 0.00 0.34
H -0.598 -12.064 5.864 0.01 -0.01 0.00 0.32
H 5.520 4.292 -0.383 -0.06 0.00 -0.09 -0.18
H 5.325 1.202 -1.088 -0.01 0.06 0.09 0.38
S 3.366 1.720 0.134 -0.16 -0.11 -0.44 1.09
C -2.777 0.177 1.359 -0.08 -0.09 0.27 -0.40
C 2.230 2.517 -0.995 -0.04 0.09 -0.22 -0.56
H -1.153 1.855 -6.061 0.10 -0.08 0.05 0.39
H -0.222 -12.416 3.517 -0.06 0.00 -0.09 0.35
B -7.879 4.734 0.054 -0.73 -0.92 1.00 0.19
H -2.712 -6.839 2.147 0.00 -0.03 0.03 0.19
H -4.678 3.533 1.836 0.12 -0.12 0.09 0.21
H 4.341 1.124 -3.277 0.02 -0.01 -0.01 0.42
H 2.299 2.736 -3.155 0.05 -0.01 0.09 0.17
C -1.129 1.610 2.518 -0.22 -0.05 -0.05 -0.82
H 2.632 3.209 -7.832 0.05 -0.09 0.07 0.37
C 0.641 4.132 -7.863 -0.05 -0.06 0.03 -0.64
H 0.273 0.893 1.021 0.02 0.00 -0.01 0.19
O -1.196 -9.470 2.140 -0.01 -0.09 -0.14 -0.60
C 3.623 1.153 -2.460 -0.06 0.01 0.06 -0.65
C 5.647 5.333 -0.112 0.05 -0.04 0.22 0.05
H 7.212 4.667 1.220 0.00 -0.01 -0.01 0.33
O 1.297 2.149 -4.934 0.03 -0.12 -0.08 -0.62
O 7.009 5.218 -2.389 -0.08 0.06 -0.16 -0.68
S 6.509 6.181 -1.439 0.10 -0.09 0.23 1.17
H 0.581 3.761 -8.888 0.00 -0.03 0.00 0.29
C -0.504 2.226 -6.850 -0.22 0.18 -0.04 -0.75
H -0.666 4.257 -6.142 -0.03 -0.02 0.02 0.28
H -1.830 -6.384 -0.104 0.00 -0.01 -0.01 0.34
C -1.635 -5.225 3.094 0.09 -0.26 -0.02 -0.82
H 0.755 5.214 -7.914 0.01 0.01 0.00 0.33
C -1.734 -6.359 2.078 -0.03 0.20 -0.06 -0.29
C -5.384 3.752 1.039 0.24 0.14 -0.24 -1.09
C -0.401 -11.383 3.807 0.11 -0.04 0.31 -0.65
O -2.654 2.187 -0.353 -0.02 0.01 -0.16 -0.62
H 6.626 7.665 1.098 0.02 0.03 -0.01 0.30
C 2.972 2.533 -2.327 0.12 0.08 0.05 -0.38
C 7.299 6.814 0.980 -0.09 -0.07 -0.03 -0.64
H -2.559 0.288 3.518 -0.02 -0.04 0.00 0.41
H -1.530 3.966 -7.651 -0.01 0.00 0.00 0.36
H -7.957 5.433 -0.909 0.06 0.07 0.02 -0.06
H 8.684 6.081 -0.528 -0.01 -0.03 -0.05 0.34
H 1.983 3.508 -0.618 0.03 -0.04 0.13 0.62
H 8.170 7.767 -0.806 -0.05 -0.02 -0.12 0.40
S -1.652 -10.720 2.696 0.00 0.05 0.21 1.09
C -0.988 -11.277 5.221 -0.06 0.03 -0.05 -0.62
H -3.484 -4.695 0.333 -0.05 0.03 0.09 0.41
C -2.885 -10.403 3.955 -0.10 -0.06 0.24 -0.64
```
Positions in Å, forces in eV/Å.

***

This record from the OMol25 dataset describes a structure of composition C27H56Ca2NO12P. The level of theory is ωB97M-V/def2-TZVPD.

As for the spin multiplicity: 2. The total charge is +1. Its highest occupied orbital energy (spin up / spin down) is -11.34 / -11.34 eV. The expectation value of S² is 0.7603.

The geometry in XYZ format:
```
99
Properties=species:S:1:pos:R:3:forces:R:3:mulliken_charge:R:1
C -19.700 -17.687 9.053 -0.27 0.00 1.02 -0.49
C -21.894 -16.058 12.721 -0.20 -0.15 0.81 -0.51
C -20.301 -19.030 8.753 0.48 -0.68 -0.96 -0.57
H -20.967 -16.074 12.147 0.04 0.00 -0.22 0.15
C -19.749 -20.530 15.268 -0.41 -0.42 -0.69 0.57
H -20.617 -18.190 14.178 -0.06 -0.18 -0.45 -1.13
H -21.317 -19.018 8.358 0.23 0.19 -0.35 0.38
H -22.936 -20.455 13.974 0.68 0.08 -0.12 -0.12
H -15.939 -20.797 12.704 0.12 -0.01 -0.09 0.44
O -21.646 -15.409 13.996 -0.05 0.61 -0.97 -0.50
C -23.518 -22.525 14.148 -0.32 0.74 -0.11 0.17
C -17.418 -16.083 13.341 0.22 -0.94 0.80 -1.55
H -22.354 -18.240 12.307 0.57 0.10 -0.06 0.18
C -17.731 -23.854 16.527 -1.45 -0.34 -0.86 0.05
C -21.322 -16.333 14.987 -0.76 -1.72 -0.29 -0.29
O -21.709 -21.797 12.853 -0.02 0.11 -0.27 -0.57
H -19.718 -18.668 11.879 -0.12 0.39 -0.01 -0.63
C -19.290 -19.028 10.943 0.58 0.04 -0.85 0.91
H -20.470 -16.997 9.398 -0.08 0.16 0.50 0.16
H -16.523 -15.486 13.162 0.12 -0.19 0.16 0.33
H -14.135 -18.997 15.850 0.27 -0.14 0.06 0.17
O -18.498 -19.034 18.655 2.85 -1.43 1.34 -1.01
H -17.853 -22.774 16.617 0.20 0.10 -0.04 -0.19
O -18.737 -17.993 10.111 -0.56 0.79 -0.51 -0.51
H -23.458 -17.377 13.294 -0.07 -0.05 0.34 0.44
H -18.225 -15.374 13.524 -0.17 -0.17 -0.28 0.55
C -24.243 -22.259 19.304 0.22 -0.14 0.07 -0.73
H -12.915 -17.856 15.187 -0.22 0.22 0.33 0.43
H -22.704 -21.224 20.498 0.14 -0.32 0.04 0.33
C -22.393 -17.478 13.084 -0.14 0.98 0.28 -0.56
H -24.604 -22.465 14.222 -0.03 -0.22 0.05 0.67
C -16.503 -18.910 13.507 -0.18 -0.49 0.00 0.14
H -21.816 -23.671 18.789 -0.08 0.22 0.60 0.14
C -16.050 -20.353 13.693 0.29 -0.28 -0.38 -1.53
H -17.325 -16.352 15.472 -0.01 -0.04 0.22 0.61
P -19.217 -17.628 18.659 0.46 -3.28 -2.36 0.82
C -22.990 -21.333 13.331 -0.60 -1.23 0.73 -0.03
O -18.797 -20.217 16.009 2.44 1.08 0.68 0.31
H -16.049 -18.423 12.645 0.69 -0.05 0.13 0.44
C -19.036 -25.847 16.542 -0.23 0.48 0.56 -0.75
H -16.893 -24.082 15.869 0.77 -0.06 0.83 0.28
H -19.277 -17.190 8.180 0.69 -0.27 0.28 0.39
H -19.608 -19.519 8.068 -0.30 -0.15 -0.33 0.23
C -18.932 -24.486 15.781 0.32 -1.47 0.80 0.74
C -23.803 -23.020 18.060 0.06 -0.80 -0.29 -0.51
C -17.377 -17.015 14.608 -0.86 1.99 -0.67 -0.62
H -21.168 -23.748 12.132 -0.29 0.58 -0.47 0.44
C -18.757 -25.427 17.965 -0.45 0.64 -0.55 -0.04
H -20.294 -16.313 15.349 0.11 0.53 -0.01 0.03
C -22.990 -23.730 13.387 0.42 0.52 -0.36 -0.97
C -21.587 -17.723 14.351 0.41 -0.36 0.90 1.40
O -18.566 -17.075 17.377 -1.13 1.51 1.05 -0.44
C -21.600 -23.239 12.994 -0.15 -0.23 0.83 0.26
H -22.010 -16.266 15.829 0.12 0.62 0.18 0.32
O -19.621 -20.492 13.906 0.56 0.38 2.77 -0.36
N -16.364 -18.043 14.722 1.62 0.55 -2.01 1.16
H -20.030 -26.283 16.440 0.16 -0.27 -0.09 0.35
H -22.670 -15.465 12.237 0.27 0.00 -0.21 0.36
C -15.017 -17.368 14.703 1.02 -0.35 0.39 -0.87
H -18.465 -26.254 18.611 0.30 0.30 0.06 0.37
H -18.243 -26.571 16.356 -0.14 0.07 -0.99 0.32
C -22.271 -22.935 18.126 -1.10 -0.62 -0.77 0.29
H -24.150 -22.544 17.143 0.09 0.25 0.07 0.20
Ca -20.258 -20.398 18.135 0.37 0.26 -1.05 1.67
H -20.015 -20.826 10.022 -0.20 0.03 -0.33 0.32
H -16.764 -21.010 14.189 -0.26 0.37 0.27 0.06
C -20.293 -19.773 10.062 -0.51 -0.18 1.00 -0.24
H -23.097 -22.433 15.149 0.10 -0.29 0.05 -0.64
H -23.534 -23.866 12.453 -0.41 -0.35 0.26 0.32
Ca -17.169 -18.661 16.814 -0.72 -0.57 0.24 1.18
O -18.699 -17.153 20.023 -0.20 0.60 0.23 -0.46
O -22.123 -21.582 18.534 1.25 0.02 0.20 -0.19
H -25.242 -21.850 19.153 0.21 0.26 0.23 0.37
H -22.916 -24.631 13.996 -0.26 -0.09 -0.27 0.41
H -23.437 -20.217 19.294 0.08 0.03 -0.26 0.37
O -20.814 -20.908 15.796 -0.91 -0.30 -0.18 -0.95
H -14.748 -16.863 13.775 -0.58 -0.36 -0.56 0.33
H -24.258 -22.909 20.179 -0.17 -0.11 -0.11 0.26
H -24.234 -24.021 18.035 0.32 -0.14 0.10 0.51
H -22.083 -18.317 15.119 -0.15 -0.35 -0.25 0.10
H -17.603 -16.726 12.480 -0.23 0.45 -0.25 0.25
H -21.310 -19.706 10.448 0.07 -0.20 0.46 -0.04
H -19.840 -23.899 15.918 -0.13 -0.10 -0.09 -0.89
H -18.436 -19.660 11.189 -0.03 -0.11 0.16 0.12
H -17.537 -18.932 13.162 -0.30 -0.02 0.63 -0.44
H -18.353 -17.499 14.618 -0.18 -0.13 0.22 0.39
H -14.960 -16.509 15.372 -0.59 -0.22 0.68 0.53
O -20.581 -18.293 18.537 -1.95 2.62 0.09 -0.76
H -15.089 -20.460 14.196 -0.09 0.07 -0.07 0.38
H -21.758 -23.062 17.173 -0.18 0.26 -0.20 -0.34
H -18.796 -24.768 14.737 0.22 0.77 -0.12 0.43
C -23.109 -21.238 19.486 -1.38 0.72 0.64 -0.64
C -13.870 -18.352 15.013 -0.38 0.35 -0.70 -1.24
H -23.714 -21.095 12.551 0.41 -0.08 -0.59 0.41
H -19.671 -24.967 18.341 -0.09 0.15 0.54 -0.18
H -20.513 -20.784 13.706 -0.97 -0.70 -1.64 0.14
H -13.690 -18.944 14.116 -0.06 -0.32 0.23 0.32
H -20.932 -23.524 13.807 0.34 0.62 0.28 -0.41
O -17.736 -24.420 17.846 0.47 -0.14 -0.10 -0.48
```
Positions in Å, forces in eV/Å.

***

What is the total charge in the first record?
0

***

The lowest total charge belongs to which entry?
C27H56BNO12S6

***

Which of these has the highest total charge?
C27H56Ca2NO12P

***

What is the total charge in the second record?
+1